[1]
DFT (the ωB97M-V functional and the def2-TZVPD basis) results for a cluster of 8 separate species, C37H39Cl2N7 in total.

The energy above the lowest of the compared OMol25 structures with the same formula, charge and spin is 0.0 kJ/mol. The value obtained for the total energy is -2736.90003 a.u. The SMILES is c1ccncc1.c1ccncc1.c1ccncc1.c1ccncc1.c1ccncc1.c1ccncc1.c1ccncc1.ClCCCl. Its HOMO energy is -9.359 eV. As for the spin multiplicity: 1. Its molecular weight is 652.7 g/mol.

Geometry as XYZ:
```
85
Properties=species:S:1:pos:R:3:forces:R:3
Cl 1.490952 -0.492349 -2.646378 -0.64 -0.03 0.48
C -0.131960 -0.621158 -1.815800 -0.83 0.38 -1.35
C -0.115905 -0.203249 -0.368295 0.99 0.70 0.05
Cl 0.232604 1.605345 -0.258233 -0.38 -0.83 -0.02
H -0.541642 -1.616113 -2.059780 0.52 0.11 0.75
H -0.821750 0.042721 -2.393741 0.72 -0.19 0.51
H 0.623438 -0.661624 0.283710 0.26 -0.10 -0.38
H -1.030280 -0.385871 0.149858 -1.02 0.06 -0.03
N 2.739376 -2.742959 1.395026 0.05 -1.61 0.21
C 2.637571 -2.522288 0.096056 -0.54 0.81 0.46
C 2.689932 -3.525240 -0.871899 0.12 1.11 -0.39
C 2.748182 -4.807919 -0.455565 0.00 -1.21 0.77
C 2.741327 -5.097786 0.910778 0.63 -0.45 -0.61
C 2.839312 -4.070396 1.778224 0.12 2.73 1.43
H 2.433020 -1.467818 -0.165693 0.54 -0.70 -0.17
H 2.729727 -3.228100 -1.902063 -0.13 -0.07 -0.37
H 2.857585 -5.668714 -1.080304 -0.14 -0.08 -0.80
H 2.851759 -6.116500 1.231085 -0.14 -0.25 0.21
H 3.056302 -4.167338 2.858799 -0.40 -0.30 -0.72
N -1.709689 -1.149630 2.992445 1.43 -0.07 0.83
C -0.373584 -1.341948 3.111698 -0.66 -0.55 -0.57
C 0.557916 -0.326743 3.306892 0.88 -2.47 -0.52
C 0.148577 0.973581 3.324000 -0.29 1.17 0.98
C -1.231537 1.214113 3.348271 0.32 -1.38 -0.45
C -2.100891 0.096820 3.226371 0.45 1.26 -1.08
H -0.014222 -2.375135 2.925137 -0.26 0.69 0.28
H 1.592302 -0.732109 3.302989 -0.53 1.03 0.10
H 0.915450 1.758063 3.429362 -0.76 -0.29 -0.20
H -1.621579 2.210601 3.301803 -0.27 0.30 0.26
H -3.150198 0.266481 3.058585 -0.35 0.17 0.41
N 4.083171 5.668845 -0.085868 -0.70 0.10 -0.52
C 2.854735 5.601473 -0.647308 -0.29 -0.08 0.37
C 2.269768 4.410748 -1.133484 1.30 1.12 0.35
C 3.076247 3.300750 -1.125046 0.71 0.09 0.02
C 4.375461 3.379176 -0.656576 0.50 -0.78 -0.41
C 4.830554 4.565807 -0.122685 -0.32 -0.44 0.17
H 2.266073 6.539370 -0.667213 0.52 -0.57 0.07
H 1.308641 4.362985 -1.595932 -0.57 0.22 0.03
H 2.739552 2.380252 -1.510477 -0.51 -0.96 -0.45
H 5.062899 2.514137 -0.758943 -0.62 0.62 0.33
H 5.811669 4.523956 0.338391 0.05 0.69 -0.01
N -4.419424 2.159295 1.539810 0.16 -1.03 -0.56
C -3.739645 1.404507 0.627864 0.09 0.44 0.05
C -4.270898 0.308007 -0.068338 0.30 0.65 0.09
C -5.636300 0.016950 0.155277 1.22 -0.40 -0.41
C -6.323135 0.722508 1.089259 -0.30 1.54 0.95
C -5.659962 1.784586 1.781611 -1.42 -0.31 -0.04
H -2.718580 1.799505 0.471884 -0.50 -0.66 -0.16
H -3.637656 -0.227658 -0.814280 -0.73 0.40 0.75
H -6.159621 -0.756960 -0.376896 0.11 -0.27 -0.31
H -7.399554 0.554449 1.219065 0.57 0.04 0.23
H -6.240946 2.370959 2.529980 0.59 -0.43 -0.58
N -1.890029 -4.585470 -2.148979 -0.92 -0.16 -1.63
C -0.829775 -4.594648 -1.392369 0.33 0.32 1.29
C -0.805091 -3.894253 -0.181969 -0.49 -0.10 0.19
C -1.975787 -3.189377 0.220120 2.44 -0.91 -0.51
C -3.037486 -3.146127 -0.668259 -1.29 0.79 0.76
C -2.974144 -3.849845 -1.853664 1.64 -1.28 0.85
H -0.014555 -5.269152 -1.675027 -0.13 0.39 -0.02
H 0.088709 -4.024330 0.444523 -0.57 0.37 -0.03
H -1.908657 -2.754501 1.210229 -0.72 0.33 -0.11
H -3.963349 -2.619911 -0.370886 0.58 -0.35 -0.29
H -3.786732 -4.107844 -2.485599 -0.88 0.67 -0.48
N 5.323547 0.863458 3.018259 -0.83 -0.49 -1.39
C 4.439985 0.446683 2.039484 -0.37 3.26 2.38
C 3.322194 1.220025 1.682380 0.06 -1.05 -1.25
C 3.046801 2.425099 2.335881 1.18 0.05 0.62
C 3.976562 2.884010 3.296042 0.08 -0.95 -0.70
C 5.100609 2.051901 3.556838 -1.52 0.97 -0.87
H 4.588403 -0.477647 1.599389 0.54 -1.69 -0.74
H 2.725079 0.857769 0.769443 0.65 0.70 1.73
H 2.169179 2.986046 2.064449 -0.08 0.27 -0.11
H 3.950544 3.865238 3.800826 -0.34 -0.67 -0.42
H 5.832621 2.529683 4.166996 0.76 -0.40 0.69
N -3.412821 -0.243800 -3.768902 -0.74 -0.55 -0.79
C -3.537864 1.004630 -3.377572 0.75 1.52 1.23
C -2.761169 2.055407 -3.916471 -1.47 -0.51 -0.01
C -1.985469 1.766766 -5.041782 0.56 1.09 0.35
C -1.920285 0.480233 -5.549429 -0.97 -0.64 0.37
C -2.716528 -0.477255 -4.884758 1.21 1.04 0.23
H -4.182532 1.218315 -2.479689 0.64 -0.32 -1.10
H -2.957247 3.051520 -3.481733 0.62 -0.50 -0.55
H -1.400417 2.575253 -5.488627 -0.14 -0.30 0.05
H -1.323407 0.202905 -6.432072 -0.39 0.24 0.57
H -2.696043 -1.481163 -5.210539 -0.02 -1.06 -0.33
```
Forces are in eV/Å.

[2]
DFT (the ωB97M-V functional and the def2-TZVPD basis) results for a structure of composition C37H39CsN10O6S.

The energy above the lowest of the compared OMol25 structures with the same formula, charge and spin is 71.0 kJ/mol. The value obtained for the total energy is -2850.84048 a.u. Its HOMO energy is -3.002 eV. The charge is -2. As for the spin multiplicity: 1. Its molecular weight is 884.8 g/mol.

Geometry as XYZ:
```
94
Properties=species:S:1:pos:R:3:forces:R:3
Cs 0.188181 0.211369 -0.029281 -0.21 -0.77 0.03
O -1.757420 4.576919 0.655989 -0.06 -0.10 0.03
C -1.307315 3.462479 0.925920 0.06 0.15 0.17
N -1.817480 2.256701 0.638815 -0.13 0.16 0.04
C -3.128539 1.983462 0.615899 -0.22 -0.06 -0.21
O -4.037221 2.464580 1.290578 0.10 0.13 0.01
C -3.543416 0.893674 -0.385138 0.10 0.19 0.08
C -4.785763 1.044501 -0.998679 -0.03 -0.07 0.02
C -5.172576 0.129680 -1.959649 -0.01 0.03 0.01
C -4.319907 -0.921431 -2.265908 0.03 -0.05 -0.01
C -3.114125 -1.001136 -1.589231 -0.07 0.02 0.03
N -2.723634 -0.116004 -0.676373 -0.22 0.14 -0.02
C 0.043236 3.428457 1.647995 -0.11 -0.06 -0.02
C 0.228775 4.304588 2.715481 -0.02 0.02 -0.03
C 1.410212 4.246541 3.428718 -0.02 0.02 0.01
C 2.383427 3.334755 3.044072 0.08 -0.06 0.00
C 2.122543 2.519711 1.955383 -0.06 0.13 0.01
N 0.981841 2.561102 1.270393 0.06 0.64 0.37
H -5.409708 1.873314 -0.695805 0.00 -0.01 -0.01
H -6.126263 0.232277 -2.464021 0.00 -0.01 0.00
H -4.576776 -1.667408 -3.006750 -0.01 0.02 0.00
H -2.423432 -1.813982 -1.796678 0.00 0.02 0.01
H -0.562687 4.999713 2.958626 0.01 0.00 0.01
H 1.570694 4.898578 4.279394 0.01 0.00 -0.01
H 3.322408 3.248284 3.576124 -0.02 0.01 0.00
H 2.857031 1.792417 1.619408 -0.02 0.01 -0.01
C 2.464699 0.350094 -5.009703 0.03 -0.01 -0.09
C 1.629825 0.552589 -3.774906 -0.17 0.19 -0.03
N 1.852598 -0.021966 -2.651239 0.25 -0.23 -0.15
N 2.953403 -0.840526 -2.591734 -0.21 0.17 -0.02
C 2.963487 -1.566462 -1.477350 0.15 -0.22 0.14
O 2.095681 -1.646640 -0.580170 0.54 -0.42 -0.24
C 4.214325 -2.409250 -1.310378 0.00 0.04 -0.05
C 4.372459 -3.141991 -0.138724 -0.02 0.00 -0.03
C 5.503320 -3.921165 0.062996 -0.03 0.00 0.02
C 6.491116 -3.979333 -0.909962 0.01 -0.01 0.02
C 6.339866 -3.251747 -2.084050 0.01 0.00 -0.03
C 5.210705 -2.471240 -2.282112 -0.01 0.02 0.01
C 0.463761 1.481212 -3.860467 0.12 -0.09 -0.02
C 0.099358 2.046418 -5.087005 -0.03 0.01 0.03
C -0.978125 2.916355 -5.141521 0.02 -0.02 0.00
C -1.667918 3.208209 -3.979368 -0.05 0.02 0.04
C -1.244669 2.599839 -2.802816 0.02 -0.01 0.01
N -0.217758 1.763917 -2.741882 0.08 0.00 -0.08
H 3.317103 -0.276805 -4.766642 -0.02 0.01 0.03
H 2.817844 1.304145 -5.411186 0.01 0.01 0.02
H 1.886292 -0.137074 -5.801129 0.00 -0.01 0.01
H 3.586737 -3.085147 0.603444 0.01 0.00 0.00
H 5.608176 -4.485846 0.982072 0.01 0.00 -0.01
H 7.373325 -4.590091 -0.754828 -0.01 0.01 -0.01
H 7.106970 -3.294162 -2.849317 -0.01 0.00 0.01
H 5.078040 -1.895261 -3.187412 0.01 0.00 0.00
H 0.651455 1.805561 -5.983676 -0.01 0.01 -0.01
H -1.270019 3.362308 -6.085331 0.00 0.00 0.00
H -2.508798 3.888646 -3.964835 0.00 -0.01 -0.02
H -1.745928 2.799536 -1.859615 0.01 0.00 -0.02
C -1.930044 -0.194166 5.376169 0.09 0.09 -0.12
N -1.190496 -0.629980 4.205567 -0.14 -0.10 0.14
C -1.989347 -0.871958 3.023437 0.02 0.07 -0.03
C 0.158979 -0.747233 4.152848 0.16 0.17 -0.04
N 0.765491 -0.787340 3.012368 0.11 0.20 0.17
N 0.785545 -0.783794 5.424674 0.08 0.03 -0.27
C 0.417782 -1.934795 6.239720 -0.10 -0.11 0.07
C 2.210293 -0.547637 5.428868 -0.02 -0.02 -0.05
H -2.611026 0.611104 5.083106 0.00 0.00 -0.02
H -1.242879 0.193078 6.124963 -0.03 -0.02 -0.01
H -2.511532 -1.016112 5.796410 -0.02 -0.07 0.02
H -2.882806 -1.422944 3.316792 -0.07 -0.02 0.00
H -1.424358 -1.476012 2.319445 0.01 -0.03 0.00
H -2.281648 0.068458 2.538967 0.02 -0.05 0.01
H 1.754799 -0.982393 3.128839 -0.07 -0.09 0.03
H -0.642538 -2.172879 6.137649 0.22 -0.10 0.02
H 0.632876 -1.722537 7.289928 0.02 0.00 0.02
H 0.994976 -2.823949 5.940026 -0.07 0.05 0.07
H 2.791566 -1.397004 5.032184 -0.02 0.01 0.01
H 2.535052 -0.382027 6.458856 -0.02 0.00 -0.02
H 2.447050 0.337163 4.839442 0.01 0.04 -0.01
N -0.052968 -3.673420 -0.101917 -0.04 0.06 0.01
C -0.635134 -3.940831 1.143573 0.04 0.00 0.01
C -2.005274 -4.156996 1.295198 0.03 0.03 0.01
C -2.547884 -4.428789 2.547112 -0.02 0.00 -0.02
C -1.738986 -4.504415 3.670384 -0.05 0.04 -0.12
C -0.371590 -4.320923 3.513673 0.10 0.00 0.11
C 0.174942 -4.042717 2.277286 0.00 0.02 -0.05
S -2.415885 -4.749248 5.305411 0.02 0.04 0.00
O -1.504496 -5.687179 5.949455 -0.02 -0.03 0.03
O -3.764808 -5.253930 5.090091 0.01 -0.01 0.02
O -2.379170 -3.415686 5.914543 -0.13 -0.05 -0.03
H 0.805219 -3.128856 -0.062130 -0.01 -0.03 -0.02
H -0.682037 -3.246612 -0.765663 -0.07 -0.06 0.03
H -2.658208 -4.088318 0.429852 0.03 0.00 0.00
H -3.614616 -4.579252 2.661111 0.03 0.00 0.02
H 0.271855 -4.394409 4.382580 -0.05 -0.01 -0.01
H 1.240697 -3.870122 2.182061 0.01 0.00 -0.03
```
Forces are in eV/Å.